[1]
Formula: H2IN
Source: the OMol25 dataset
Level of theory: the ωB97M-V functional and the def2-TZVPD basis

Frontier orbital gap (alpha / beta), eV: 7.16 / 7.61
LUMO energy (alpha / beta), eV: -0.34 / -2.27

ORCA input file:
```
! RIJCOSX wB97M-V def2-TZVPD def2/J DEFGRID3
* xyz 0 3
H 0.98426 -1.03375 0.68548
I -1.79293 -0.18729 -0.13147
N 0.14379 0.37875 0.11918
H 0.66488 0.84229 -0.67318
*
```



[2]
Formula: CH7N4
Source: the OMol25 dataset
Level of theory: the ωB97M-V functional and the def2-TZVPD basis

Energy above the lowest of the compared OMol25 structures with the same formula, charge and spin, kJ/mol: 246.4
Frontier orbital gap, eV: 9.43
LUMO energy, eV: -5.45

ORCA input file:
```
! RIJCOSX wB97M-V def2-TZVPD def2/J DEFGRID3
* xyz 1 1
C -0.00006 1.09636 -0.04185
H -0.10339 3.07761 -0.31348
N -0.03913 -2.28117 0.05146
H 1.55863 -0.56463 0.55981
H 1.06912 1.00984 0.35619
H 0.74800 -2.61681 -0.48750
H -1.30152 2.20149 -1.18555
H -0.83445 -2.10947 -0.55827
H -0.16749 -0.95751 1.60561
N -0.63171 -0.00937 0.05277
N -0.45487 2.17781 -0.68130
N 0.15688 -1.02412 0.64211
*
```



[3]
Formula: C24H13F9IO2SV
Source: the OMol25 dataset
Level of theory: the ωB97M-V functional and the def2-TZVPD basis

Energy above the lowest of the compared OMol25 structures with the same formula, charge and spin, kJ/mol: 11.5
Frontier orbital gap (alpha / beta), eV: 7.39 / 7.39
LUMO energy (alpha / beta), eV: -0.54 / -0.54

ORCA input file:
```
! RIJCOSX wB97M-V def2-TZVPD def2/J DEFGRID3
* xyz 0 1
C -1.49041 7.19423 2.17748
C 1.68894 -2.04262 -1.82290
C 0.48572 -0.39769 -0.38740
C -1.10174 -2.11404 -1.41830
C -1.59862 0.30362 -1.36511
F -0.13842 -4.55713 3.32875
H -2.58778 -3.33120 -2.40176
H -4.04422 -1.42385 -2.92349
H -1.61368 2.13712 -0.22877
H 2.00457 2.39214 -1.11988
F -0.45106 -2.93757 1.90851
C 1.20399 1.70454 -1.39644
F 2.11631 -2.46541 1.46910
C 1.75642 0.52787 -2.14263
O -1.91781 4.87580 1.73661
C -0.21023 -4.27567 2.03361
F 3.44252 -4.16278 1.30834
C 0.66925 1.79124 1.08987
C 0.39758 1.10343 -0.20481
H -0.60645 7.57968 2.68492
C -2.29528 -2.33591 -2.09207
H -2.32170 7.11534 2.87338
C 0.59278 3.12006 1.18948
C 2.28560 -3.77741 1.82553
F 2.38980 -6.36110 0.36710
O 0.87601 -4.13147 -0.04845
H -1.74740 7.89066 1.37818
C 0.25449 4.07906 0.10971
C -0.84071 -0.80618 -1.04322
V 0.59029 -2.30993 -0.42732
H 2.37906 0.62037 -3.02345
C 1.49308 -0.64904 -1.55570
F 0.34773 -6.81176 0.86521
C 1.08376 -4.57384 1.22415
C -2.77773 0.06424 -2.05700
H -0.35875 2.51677 -2.86602
C -1.21371 5.83634 1.58581
H 0.78819 3.57586 2.15144
H -0.26916 4.69309 -1.80438
F 1.79243 -6.48869 2.44567
S 0.28432 5.79079 0.60576
F 2.37523 -3.81255 3.14821
C 1.40926 -6.09194 1.22219
C -0.09419 2.47438 -1.81136
C -0.94680 1.56281 -0.87167
F -1.26152 -4.89872 1.52121
C -3.11683 -1.24799 -2.39251
H 0.92452 1.20299 1.96302
C -0.03962 3.83976 -1.17732
I 2.84024 -2.86690 -3.28118
H -3.42825 0.87923 -2.35012
*
```



[4]
Formula: C32H33N7O8PSTi
Source: the OMol25 dataset
Level of theory: the ωB97M-V functional and the def2-TZVPD basis

Energy above the lowest of the compared OMol25 structures with the same formula, charge and spin, kJ/mol: 502.9
Frontier orbital gap (alpha / beta), eV: 3.17 / 5.37
LUMO energy (alpha / beta), eV: 4.09 / 4.08

ORCA input file:
```
! RIJCOSX wB97M-V def2-TZVPD def2/J DEFGRID3
* xyz -2 4
H -3.39280 0.60210 0.45960
N 0.45900 -1.35360 0.90420
O -0.44720 4.17470 -2.72070
H -0.16930 1.47910 -6.56430
C -4.97390 -3.42340 2.38360
H -2.77330 3.41310 1.34610
H 0.39340 -5.24270 3.85570
H -6.35700 -1.29230 0.08660
N 0.71240 -5.09730 2.89900
H 4.60110 1.19250 0.03090
O -2.26230 -1.20400 1.52390
C 3.72500 -0.13590 -2.17710
O -1.45300 1.35870 1.29750
H -2.56870 -4.55540 2.67910
N -0.94000 2.53510 1.67370
C 3.11720 4.66450 -0.63290
H -2.73570 -3.37310 3.99840
C 2.47230 3.54530 -1.12890
C 0.31300 1.35440 -5.60280
H -5.38820 -2.75570 -0.16190
H 0.28520 5.89110 3.11270
H -2.06710 5.63110 2.26810
H -6.24360 -1.68560 2.57120
O -3.80790 0.75370 -3.13740
C 0.44080 -1.66050 -0.44880
C -2.78930 1.39310 -2.78820
C -2.59980 -3.48660 2.91390
C 0.36990 2.64190 2.09100
H -5.03220 -4.39740 1.86900
C -0.83870 2.03990 -1.64690
O -1.64500 -0.05600 -1.06610
H 2.67530 5.64080 -0.78440
C 1.28900 2.24270 -5.18370
C 4.30360 4.54620 0.07280
H 3.36400 -0.95070 -2.80380
H 2.64400 2.81080 -3.63380
H 3.19930 -5.34120 3.33590
C 1.49800 1.07120 -3.09590
N 2.89340 -4.39870 3.55930
C -1.78210 3.60740 1.72860
C 1.88950 2.10050 -3.94300
H 4.34130 -0.57410 -1.39590
C 4.83270 3.28790 0.31130
C 1.71020 -4.07660 2.84550
H 4.80940 5.42720 0.44830
H -0.07840 -4.82510 2.32550
H 4.33210 0.53660 -2.78350
H 3.61480 -3.73190 3.31410
H 1.52450 3.65900 -1.63810
H -4.23290 -0.02220 -0.97550
H 0.21640 -0.62680 -2.86750
N 1.61610 -2.97930 2.18640
C -3.37940 -1.68950 1.47680
H 1.81380 3.89720 2.97380
O 0.15010 1.79130 -0.78710
C -1.80440 1.02250 -1.79160
C 4.19820 2.17000 -0.19190
C -0.06620 0.31080 -4.77430
C -6.07870 -2.50790 1.87060
O -0.04140 -2.65230 -0.96940
P 2.20550 0.72200 -1.43430
C -2.34890 2.72490 -3.29070
C 0.52240 0.17600 -3.52960
H -7.01230 -3.06240 1.76240
H 1.57380 3.06180 -5.83250
H 5.73210 3.18150 0.90700
H -1.66200 -3.01200 2.62390
C -0.05800 4.95180 2.70320
C 3.03070 2.28090 -0.94670
N -3.66460 -2.85260 2.18050
C 0.79380 3.84870 2.62780
H -5.17130 0.72920 0.34420
O -2.91120 3.39640 -4.16720
S 1.36540 1.26990 1.98380
C -1.09290 3.12320 -2.55490
H -0.83030 -0.38680 -5.09240
C -1.36720 4.80880 2.23280
C -4.29980 0.11040 0.10760
C 0.77140 -2.07420 1.90390
H -5.10720 -3.61980 3.45880
Ti -0.34170 0.29470 0.20950
N -4.42490 -1.15440 0.79580
C -5.60300 -1.93790 0.53970
*
```



[5]
Formula: C19H24N4O3
Source: the OMol25 dataset
Level of theory: the ωB97M-V functional and the def2-TZVPD basis

Energy above the lowest of the compared OMol25 structures with the same formula, charge and spin, kJ/mol: 347.3
Frontier orbital gap, eV: 8.11
SMILES: CC#CC[C@H](NC(=O)c1ncn2ccccc12)C(=O)N[C@H](CO)CCC
LUMO energy, eV: 0.22

ORCA input file:
```
! RIJCOSX wB97M-V def2-TZVPD def2/J DEFGRID3
* xyz 0 1
H 1.86563 3.52647 -3.07141
H -2.70142 -4.93064 3.28670
C 0.29331 1.61975 -1.03697
N -0.36449 0.87518 -0.14408
C 0.82293 0.88458 -2.15141
N 0.67250 -0.42616 -2.31293
N 1.85056 0.28040 -4.05770
H -0.45447 -0.09944 -0.38396
H 3.15202 -2.69615 2.16261
H 0.31134 -4.57038 3.73602
H -3.65451 5.83070 -1.41393
O 2.21287 -2.53830 2.03210
C 2.79268 2.73647 -4.86523
C 2.56469 0.36284 -5.22435
C -1.02379 0.25848 2.20140
H -0.93737 -3.81926 4.70241
C 2.06385 2.64955 -3.67435
C 1.57520 1.39788 -3.24826
C -2.65777 4.13059 -0.67351
H -0.20484 -1.41332 4.09974
H -0.46397 -3.30737 1.71471
C -2.59759 3.12047 0.00881
H 2.71801 -0.55633 -5.76849
C 3.04455 1.60466 -5.63836
C -0.74644 -2.97154 2.71417
C -2.50622 1.90107 0.83363
H -0.48473 2.13329 1.49626
C 1.63946 -2.08606 3.25202
H -1.78198 -2.63593 2.62886
C -2.68431 5.34277 -1.50168
H -1.43976 -5.67871 2.30978
C -1.07448 1.31878 1.07065
C 0.12948 -1.75813 3.11567
H -2.98214 2.15308 1.78284
H 3.16754 3.69810 -5.19305
H 0.62576 -0.62736 1.40777
H -2.50463 5.07673 -2.54299
O 0.48746 2.82509 -0.92381
C -0.69909 -4.16145 3.69371
H -1.90363 6.02653 -1.16878
H 1.81473 -2.80452 4.05357
C 1.27301 -0.78476 -3.42652
H 2.17370 -1.18367 3.55568
H 1.32366 -1.78470 -3.82516
H -3.13970 1.14961 0.36261
H -1.61533 -6.11385 4.00609
C -1.66944 -5.28423 3.30052
O -1.83802 0.30197 3.12269
H 3.61127 1.69877 -6.55657
N -0.05609 -0.67153 2.15245
*
```



[6]
Formula: C5H24NO9
Source: the OMol25 dataset
Level of theory: the ωB97M-V functional and the def2-TZVPD basis

Energy above the lowest of the compared OMol25 structures with the same formula, charge and spin, kJ/mol: 504.4
Frontier orbital gap (alpha / beta), eV: 2.08 / 7.56
LUMO energy (alpha / beta), eV: -0.08 / -0.15

ORCA input file:
```
! RIJCOSX wB97M-V def2-TZVPD def2/J DEFGRID3
* xyz 0 2
H -0.22479 -3.26261 -3.08747
H -0.82677 0.35223 1.99776
H 1.00031 -1.10647 1.78530
H 4.13718 0.83918 -0.27998
H 2.37832 -3.28694 -0.99622
O -0.79779 -2.12839 -1.06300
O 0.61898 1.37267 3.58161
H 3.79914 1.72127 -1.42111
C 2.26049 -1.41490 -0.14631
O -3.00597 2.66811 1.13896
O 3.36842 1.05369 -0.76655
H 3.29137 -1.62251 0.16711
O -2.16481 -0.14440 3.84970
H -2.63350 -0.92982 0.09792
C 0.52988 0.27734 0.32874
H -0.49939 1.73936 1.25756
H -3.01330 0.21971 3.62907
H 1.17064 -3.47346 0.33811
H -3.18997 1.33233 -3.79749
O 3.30356 0.37917 -3.49136
H 3.21414 -0.17912 -2.75549
H -1.44709 0.66660 0.40531
O 0.53208 -2.83761 -2.68088
H 0.22850 0.92855 4.26433
H 1.28050 0.66903 3.61293
C 1.50969 -2.78802 -0.49394
H 2.55859 0.92501 -3.55887
N -0.66337 0.80032 1.07327
C 1.31145 -0.75141 0.74891
H -2.70170 2.60731 -2.75440
O -2.65206 0.09065 -0.06402
O -3.30592 1.99420 -3.03802
H -2.81396 3.66857 1.47352
H -3.49286 0.20578 -0.62735
H 2.37749 -0.87379 -1.11041
C 0.25512 -2.54098 -1.38776
H 0.66425 0.97739 -0.52542
H -3.90189 2.85272 0.65536
H -2.45497 -1.00077 3.64054
*
```